(1)
Density functional theory data (wB97M-V/def2-TZVPD) for C20H29BrN5O7STc as an isolated structure at a distorted geometry.

Last column: Löwdin spin population.
Element x y z (Å)
Tc (-0.302, 0.959, -0.268)  1.746
C (2.174, 2.289, 1.312)  0.002
O (0.694, 2.176, 1.196)  0.010
C (-0.030, 3.420, 1.258)  0.004
C (-1.478, 3.072, 1.554)  0.002
O (-1.846, 1.984, 0.605)  0.046
C (-3.266, 1.432, 0.750)  0.006
H (2.426, 2.570, 2.318)  0.000
H (2.649, 3.009, 0.631)  0.000
H (2.618, 1.304, 1.131)  0.000
H (0.176, 3.957, 0.256)  0.001
H (0.473, 3.970, 1.995)  0.000
H (-2.143, 3.968, 1.505)  0.000
H (-1.581, 2.693, 2.589)  0.001
H (-3.881, 2.284, 1.078)  0.000
H (-3.124, 0.702, 1.567)  0.001
H (-3.592, 1.096, -0.204)  0.001
N (-2.282, 2.635, -2.077)  0.009
N (-1.987, 1.773, -3.167)  0.005
C (-1.655, 0.512, -2.952)  0.004
N (-1.494, -0.316, -3.976)  0.001
N (-1.505, 0.081, -1.652)  0.014
N (-1.964, -1.277, -1.462)  0.009
O (-3.003, -1.599, -1.911)  0.003
O (-1.165, -1.981, -0.886)  0.011
H (-3.217, 2.958, -2.333)  0.000
H (-1.598, 3.392, -2.017)  0.000
H (-1.912, 2.040, -4.111)  0.000
H (-1.967, -0.206, -4.868)  0.000
H (-1.004, -1.179, -3.861)  0.000
C (-2.007, -6.799, 2.817)  0.000
C (-1.476, -5.439, 2.501)  0.001
C (-2.150, -4.322, 2.969)  0.000
C (-1.710, -3.023, 2.679)  0.001
C (-0.600, -2.829, 1.889)  0.001
C (0.031, -3.935, 1.377)  0.001
C (-0.305, -5.242, 1.699)  0.000
S (0.350, -1.390, 1.736)  0.008
C (0.559, -0.981, 3.445)  0.000
O (-0.714, -0.213, 1.280)  0.057
H (-2.378, -7.315, 1.925)  0.000
H (-2.822, -6.747, 3.529)  0.000
H (-1.199, -7.437, 3.169)  0.000
H (-3.061, -4.373, 3.543)  0.000
H (-2.207, -2.193, 3.191)  0.000
H (0.781, -3.726, 0.680)  0.000
H (0.159, -5.995, 1.105)  0.000
H (-0.462, -0.771, 3.854)  0.000
H (1.183, -0.113, 3.561)  0.000
H (0.936, -1.814, 3.999)  0.000
Br (1.768, 3.966, -3.721)  0.275
C (3.180, 2.883, -3.093)  0.183
C (4.486, 3.077, -3.536)  0.241
C (5.526, 2.216, -3.060)  -0.003
C (5.240, 1.162, -2.263)  0.150
C (3.978, 0.955, -1.800)  0.149
C (2.918, 1.794, -2.203)  0.000
C (1.608, 1.478, -1.703)  -0.001
O (1.388, 0.330, -1.047)  0.030
O (0.551, 2.190, -1.811)  0.020
H (4.750, 3.928, -4.181)  0.005
H (6.588, 2.378, -3.346)  -0.003
H (6.083, 0.487, -2.020)  0.004
H (3.816, 0.096, -1.164)  0.005

Values from the calculation:
F_max   4.0 eV/Å
Charge   +3
DFT total energy   -4631.7591 Ha
Gap between HOMO and LUMO (spin up / spin down)   6.5 / 2.5 eV
<S²>   3.777
HOMO energy (spin up / spin down)   -0.5853 / -0.5823 hartree
Multiplicity   4

---

(2)
Density functional theory data (wB97M-V/def2-TZVPD) for C20H29BrN6O2V as an isolated structure at a distorted geometry.

Last column: Löwdin spin population.
Element x y z (Å)
V (-0.024, -0.123, -0.095)  1.974
N (-1.580, -0.958, 0.988)  -0.007
C (-2.929, -0.385, 0.666)  0.005
C (-2.709, 1.073, 0.324)  0.005
N (-1.601, 1.191, -0.682)  -0.014
C (-1.084, 2.603, -0.711)  0.004
C (-0.110, 2.827, 0.425)  0.004
N (0.850, 1.676, 0.413)  -0.008
C (-2.108, 0.823, -2.047)  0.003
C (-0.958, 0.330, -2.894)  0.006
N (-0.231, -0.701, -2.079)  -0.006
H (-1.591, -1.979, 0.912)  0.000
H (-1.377, -0.787, 1.974)  0.002
H (-3.613, -0.479, 1.507)  0.000
H (-3.361, -0.943, -0.161)  0.000
H (-2.411, 1.614, 1.225)  0.000
H (-3.621, 1.539, -0.052)  0.000
H (-1.915, 3.310, -0.662)  0.000
H (-0.574, 2.764, -1.662)  0.000
H (-0.603, 2.857, 1.395)  0.000
H (0.404, 3.777, 0.294)  0.000
H (1.356, 1.616, 1.298)  0.002
H (1.578, 1.853, -0.285)  0.002
H (-2.607, 1.675, -2.512)  0.000
H (-2.851, 0.030, -1.949)  0.000
H (-0.256, 1.127, -3.135)  0.000
H (-1.322, -0.084, -3.833)  0.000
H (0.651, -0.944, -2.530)  0.001
H (-0.776, -1.569, -2.087)  0.001
C (0.660, -0.638, 3.216)  0.002
O (1.064, -0.900, 1.848)  0.010
C (2.191, -1.733, 1.696)  0.000
C (2.738, -2.493, 2.706)  0.000
C (3.918, -3.187, 2.446)  0.000
Br (4.694, -4.196, 3.819)  0.000
C (4.521, -3.127, 1.201)  0.000
C (3.923, -2.397, 0.176)  0.000
C (2.758, -1.708, 0.448)  0.000
O (2.145, -0.878, -0.517)  0.011
C (4.592, -2.276, -1.127)  0.000
N (5.868, -2.173, -1.256)  0.000
C (6.104, -2.034, -2.622)  0.000
C (7.314, -1.910, -3.300)  0.000
C (7.264, -1.826, -4.674)  0.000
C (6.044, -1.855, -5.369)  0.000
C (4.837, -1.973, -4.713)  0.000
C (4.898, -2.052, -3.328)  0.000
N (3.904, -2.162, -2.344)  0.000
H (1.521, -0.325, 3.804)  0.000
H (0.211, -1.522, 3.666)  0.000
H (-0.061, 0.181, 3.193)  0.000
H (2.293, -2.556, 3.689)  0.000
H (5.454, -3.636, 1.001)  0.000
H (2.808, -0.740, -1.233)  0.000
H (8.247, -1.884, -2.754)  0.000
H (8.185, -1.745, -5.236)  0.000
H (6.050, -1.782, -6.449)  0.000
H (3.907, -2.018, -5.266)  0.000
H (3.019, -2.611, -2.526)  0.000

Values from the calculation:
F_max   2.2 eV/Å
Charge   +3
DFT total energy   -4775.6360 Ha
Gap between HOMO and LUMO (spin up / spin down)   3.8 / 4.7 eV
<S²>   2.015
HOMO energy (spin up / spin down)   -0.5581 / -0.5581 hartree
Multiplicity   3

---

(3)
Density functional theory data (wB97M-V/def2-TZVPD) for C20H29ClNPPd as an isolated structure at a distorted geometry.

Last column: Löwdin spin population.
Element x y z (Å)
C (-2.846, 0.192, -4.019)  -0.005
C (-2.576, -1.009, -3.390)  0.010
C (-1.756, -1.115, -2.233)  0.024
C (-1.239, 0.068, -1.695)  0.177
C (-1.502, 1.272, -2.332)  0.019
C (-2.320, 1.345, -3.459)  0.007
C (-1.586, -2.476, -1.638)  0.003
C (-0.180, -3.156, -1.548)  0.000
N (1.039, -2.398, -1.550)  0.003
Pd (-0.434, 0.495, 0.217)  0.709
C (-0.883, 2.523, -1.767)  0.020
P (0.722, 1.971, -1.072)  0.189
H (-3.001, -1.921, -3.787)  0.002
H (-2.504, 2.317, -3.903)  0.002
H (-3.466, 0.244, -4.925)  0.000
H (-1.435, 2.933, -0.915)  0.001
H (-0.687, 3.284, -2.509)  0.004
H (-2.038, -2.491, -0.640)  0.000
H (-2.162, -3.174, -2.255)  0.000
H (-0.173, -3.728, -0.605)  0.000
C (1.373, 3.299, -0.051)  0.035
C (1.785, 1.881, -2.540)  0.044
H (-0.049, -3.813, -2.441)  0.000
C (1.425, -1.653, -2.708)  0.001
C (1.989, -2.578, -0.501)  0.001
H (0.132, 1.303, 1.629)  0.022
H (1.899, -2.450, -3.325)  0.000
H (0.592, -1.178, -3.247)  0.000
H (2.160, -0.870, -2.449)  0.000
H (2.673, -3.364, -0.905)  0.000
H (2.549, -1.656, -0.269)  0.001
H (1.525, -2.910, 0.445)  0.000
H (1.894, 2.902, -2.938)  0.010
H (2.757, 1.487, -2.222)  0.002
H (1.351, 1.234, -3.310)  0.000
H (1.510, 4.186, -0.672)  0.007
H (0.695, 3.508, 0.781)  0.002
H (2.344, 2.968, 0.342)  0.002
H (0.802, 1.018, 1.579)  0.032
Cl (-2.118, 1.129, 2.884)  0.022
C (-1.028, -0.003, 3.600)  0.064
C (-0.618, 0.174, 4.925)  -0.011
C (0.297, -0.744, 5.483)  0.081
C (0.774, -1.807, 4.701)  -0.007
C (0.347, -1.973, 3.397)  0.062
C (-0.577, -1.085, 2.805)  0.033
C (-0.971, -1.196, 1.392)  0.373
H (-1.017, 0.995, 5.505)  -0.002
H (0.609, -0.634, 6.515)  0.005
H (1.471, -2.528, 5.144)  -0.002
H (0.716, -2.807, 2.774)  0.002
H (-0.692, -2.179, 0.986)  0.019
H (-2.040, -1.004, 1.218)  0.039

Values from the calculation:
F_max   3.6 eV/Å
Charge   0
DFT total energy   -1763.4705 Ha
Gap between HOMO and LUMO (spin up / spin down)   5.8 / 5.5 eV
<S²>   2.022
HOMO energy (spin up / spin down)   -0.1897 / -0.2613 hartree
ΔE to the lowest compared entry with this formula, charge and spin   30.6 kJ/mol
Multiplicity   3

---

> Which of these has the highest DFT total energy?

C20H29ClNPPd

---

> The lowest F_max belongs to which entry?

C20H29BrN6O2V

---

> Which value of F_max does entry 3 give?

3.6 eV/Å